[1]
{"formula": "C6H8O4", "method": "ωB97M-V/def2-TZVPD", "elements": ["C", "C", "C", "C", "C", "C", "H", "H", "H", "H", "H", "H", "H", "H", "O", "O", "O", "O"], "coordinates": [[0.41, -0.12, 4.09], [0.86, -0.11, 2.63], [-0.40, -0.26, 0.63], [0.76, -0.11, -0.26], [0.98, 0.14, -1.54], [0.01, 0.43, -2.65], [0.19, -1.46, 4.16], [1.20, 0.21, 4.57], [-0.44, 0.52, 4.26], [0.85, 1.27, 2.42], [2.01, -0.44, 2.48], [1.80, -0.25, 0.20], [2.02, 0.08, -1.82], [-1.70, 0.05, -1.24], [-0.30, -0.63, 1.88], [-1.57, -0.20, 0.17], [-1.31, 0.27, -2.43], [0.47, 0.59, -3.69]], "e_tot_ev": -14537.30957, "relative_energy_kj_mol": 451.19, "homo_ev": -10.1, "gap_ev": 9.23}

[2]
{"formula": "H3N3", "method": "ωB97M-V/def2-TZVPD", "elements": ["N", "N", "N", "H", "H", "H"], "coordinates": [[0.21, -0.81, 0.59], [-0.70, -0.97, -0.54], [-0.89, 0.07, 0.35], [0.09, -1.62, 1.33], [-0.38, -0.76, -1.44], [0.55, 2.39, 0.25]], "e_tot_ev": -4511.36428, "relative_energy_kj_mol": 824.68, "homo_ev": [-9.5, -10.1], "gap_ev": [10.31, 9.99]}

[3]
{"formula": "C5H7N3", "method": "ωB97M-V/def2-TZVPD", "elements": ["C", "C", "C", "C", "C", "N", "N", "N", "H", "H", "H", "H", "H", "H", "H"], "coordinates": [[0.92, -0.64, -0.74], [1.85, 1.02, 0.31], [0.03, -0.32, 0.19], [0.55, 0.90, 0.72], [-1.31, -0.84, 0.59], [2.04, 0.12, -0.68], [-2.11, 0.88, -0.85], [-2.39, -0.08, -0.25], [1.03, -1.42, -1.44], [2.67, 1.82, 0.31], [-1.45, -1.93, 0.45], [-1.47, -0.50, 1.60], [2.86, 0.00, -1.32], [0.09, 1.51, 1.48], [-3.31, -0.52, -0.38]], "e_tot_ev": -9765.27652, "relative_energy_kj_mol": 396.66, "homo_ev": -7.5, "gap_ev": 8.49}

[4]
{"formula": "H6NO", "method": "ωB97M-V/def2-TZVPD", "elements": ["O", "H", "H", "N", "H", "H", "H", "H"], "coordinates": [[0.72, -0.43, -0.77], [0.79, 0.29, -1.43], [1.52, -0.98, -0.91], [-0.61, 0.22, 0.62], [0.17, 0.16, -0.06], [-0.22, 0.46, 1.56], [-1.10, -0.69, 0.67], [-1.27, 0.96, 0.33]], "e_tot_ev": -3626.31681, "relative_energy_kj_mol": 217.88, "homo_ev": -18.0, "total_charge": 1, "gap_ev": 13.92}

[5]
{"formula": "BH36O16", "method": "ωB97M-V/def2-TZVPD", "elements": ["B", "H", "H", "H", "H", "O", "H", "H", "O", "H", "H", "O", "H", "H", "O", "H", "H", "O", "H", "H", "O", "H", "H", "O", "H", "H", "O", "H", "H", "O", "H", "H", "O", "H", "H", "O", "H", "H", "O", "H", "H", "O", "H", "H", "O", "H", "H", "O", "H", "H", "O", "H", "H"], "coordinates": [[0.06, 0.00, 0.28], [0.96, 0.78, -0.08], [-0.66, -0.30, -0.64], [0.59, -1.01, 0.72], [-0.63, 0.51, 1.12], [1.63, 2.98, 2.00], [1.93, 3.83, 2.34], [0.68, 2.87, 2.18], [1.14, -2.77, -1.80], [1.23, -2.72, -2.76], [1.20, -1.87, -1.55], [-1.00, 2.58, 2.98], [-1.45, 2.85, 2.17], [-1.00, 3.41, 3.50], [0.29, -1.02, 3.53], [0.37, -0.84, 2.58], [0.88, -0.29, 3.84], [-2.29, 1.82, -1.78], [-2.68, 1.19, -2.36], [-1.39, 1.49, -1.67], [-0.66, -0.79, -3.59], [0.22, -0.47, -3.35], [-0.75, -0.61, -4.51], [2.10, -0.20, -2.72], [2.86, -0.19, -3.27], [2.46, -0.13, -1.84], [-0.96, -3.46, -0.17], [-1.70, -2.85, -0.20], [-0.17, -3.10, -0.56], [-2.60, -1.19, 2.22], [-1.77, -0.98, 1.78], [-2.42, -2.01, 2.70], [-3.20, -0.45, -2.92], [-2.25, -0.56, -2.90], [-3.56, -1.07, -2.32], [3.18, -2.54, 1.94], [3.33, -1.82, 2.54], [3.18, -2.18, 1.05], [0.17, 3.87, -0.43], [0.56, 3.39, 0.30], [0.43, 3.26, -1.15], [-3.73, 0.64, 0.19], [-3.54, 0.98, 1.09], [-3.06, 1.06, -0.33], [3.39, 0.70, 1.71], [3.10, 0.05, 1.07], [2.93, 1.48, 1.47], [0.42, 2.40, -2.74], [0.91, 1.63, -2.56], [-0.29, 2.20, -3.39], [0.48, -3.85, 2.24], [-0.12, -3.44, 1.58], [1.18, -3.26, 2.47]], "e_tot_ev": -34022.57098, "relative_energy_kj_mol": 0.00, "homo_ev": -7.0, "total_charge": -1, "gap_ev": 8.70}

[6]
{"formula": "C79H192N16O27", "method": "ωB97M-V/def2-TZVPD", "elements": ["C", "O", "C", "C", "N", "H", "H", "C", "C", "O", "C", "H", "H", "H", "H", "H", "H", "H", "H", "H", "H", "H", "H", "H", "H", "C", "O", "C", "C", "N", "H", "H", "C", "C", "O", "C", "H", "H", "H", "H", "H", "H", "H", "H", "H", "H", "H", "H", "H", "H", "C", "C", "N", "C", "C", "C", "C", "C", "O", "C", "H", "H", "H", "H", "H", "H", "H", "H", "H", "H", "H", "H", "H", "H", "H", "H", "H", "H", "H", "H", "C", "C", "N", "C", "C", "C", "C", "C", "O", "C", "H", "H", "H", "H", "H", "H", "H", "H", "H", "H", "H", "H", "H", "H", "H", "H", "H", "H", "H", "H", "C", "C", "N", "C", "C", "C", "C", "C", "O", "C", "H", "H", "H", "H", "H", "H", "H", "H", "H", "H", "H", "H", "H", "H", "H", "H", "H", "H", "H", "H", "C", "C", "N", "C", "C", "C", "C", "C", "O", "C", "H", "H", "H", "H", "H", "H", "H", "H", "H", "H", "H", "H", "H", "H", "H", "H", "H", "H", "H", "H", "C", "C", "N", "C", "C", "C", "C", "C", "O", "C", "H", "H", "H", "H", "H", "H", "H", "H", "H", "H", "H", "H", "H", "H", "H", "H", "H", "H", "H", "H", "C", "C", "C", "C", "N", "C", "C", "C", "C", "C", "H", "H", "H", "H", "H", "H", "H", "H", "H", "H", "H", "H", "H", "H", "H", "H", "H", "H", "H", "H", "C", "C", "C", "C", "N", "C", "C", "C", "C", "C", "H", "H", "H", "H", "H", "H", "H", "H", "H", "H", "H", "H", "H", "H", "H", "H", "H", "H", "H", "H", "C", "C", "C", "C", "N", "C", "C", "C", "C", "C", "H", "H", "H", "H", "H", "H", "H", "H", "H", "H", "H", "H", "H", "H", "H", "H", "H", "H", "H", "H", "N", "O", "O", "O", "N", "O", "O", "O", "N", "O", "O", "O", "N", "O", "O", "O", "N", "O", "O", "O", "N", "O", "O", "O"], "coordinates": [[4.21, 3.24, -5.58], [3.72, 1.90, -5.44], [2.44, 1.81, -4.82], [2.05, 0.38, -4.65], [1.50, -0.39, -5.82], [2.28, -0.87, -6.28], [0.84, -1.17, -5.41], [0.78, 0.40, -6.90], [1.78, 0.90, -7.94], [2.55, -0.20, -8.39], [3.66, 0.18, -9.24], [4.55, 3.60, -4.53], [3.46, 3.95, -5.98], [5.00, 3.11, -6.32], [1.71, 2.38, -5.39], [2.46, 2.28, -3.89], [1.21, 0.41, -3.93], [2.91, -0.10, -4.23], [0.12, 1.14, -6.44], [0.15, -0.35, -7.34], [2.40, 1.70, -7.47], [1.29, 1.36, -8.80], [3.32, 0.44, -10.22], [4.27, -0.76, -9.32], [4.29, 1.01, -8.88], [0.84, 5.84, -0.70], [2.03, 5.57, -0.05], [3.08, 5.05, -0.90], [4.31, 4.91, -0.03], [4.22, 3.83, 1.02], [3.45, 4.00, 1.70], [4.03, 2.95, 0.52], [5.57, 3.59, 1.66], [5.51, 2.60, 2.84], [4.83, 1.44, 2.48], [4.59, 0.70, 3.67], [0.39, 5.06, -1.27], [0.88, 6.66, -1.40], [0.11, 6.22, 0.06], [3.37, 5.72, -1.69], [2.90, 4.03, -1.21], [4.43, 5.84, 0.48], [5.20, 4.57, -0.54], [5.83, 4.60, 2.06], [6.25, 3.40, 0.80], [5.00, 3.03, 3.72], [6.55, 2.37, 3.12], [5.53, 0.43, 4.25], [4.00, -0.17, 3.35], [4.01, 1.22, 4.46], [7.96, 2.05, -4.45], [6.77, 1.10, -4.73], [7.02, -0.37, -4.43], [7.26, -0.43, -2.96], [5.72, -1.21, -4.72], [5.25, -1.09, -6.16], [8.20, -0.83, -5.23], [8.65, -2.29, -4.88], [9.17, -2.48, -3.60], [10.61, -2.63, -3.62], [8.54, 1.59, -3.67], [7.47, 2.97, -4.13], [8.60, 2.32, -5.30], [6.49, 1.10, -5.79], [5.86, 1.30, -4.15], [6.71, 0.40, -2.50], [8.31, -0.49, -2.71], [6.88, -1.40, -2.54], [5.08, -0.70, -3.99], [5.89, -2.20, -4.34], [4.52, -1.84, -6.32], [5.98, -1.24, -6.95], [4.83, -0.13, -6.40], [9.09, -0.22, -4.90], [7.91, -0.75, -6.28], [9.43, -2.58, -5.65], [7.85, -3.03, -5.03], [10.79, -3.61, -3.90], [10.83, -2.42, -2.62], [11.14, -1.90, -4.28], [-7.20, -1.64, -0.35], [-6.67, -0.27, -0.19], [-5.36, 0.01, -0.96], [-4.36, -0.90, -0.36], [-5.56, -0.10, -2.43], [-4.35, 0.21, -3.32], [-4.85, 1.44, -0.64], [-5.46, 2.55, -1.35], [-6.84, 2.70, -1.17], [-7.59, 3.14, -2.31], [-6.47, -2.38, -0.02], [-7.36, -1.77, -1.43], [-8.11, -1.69, 0.19], [-6.39, -0.13, 0.85], [-7.35, 0.50, -0.48], [-3.31, -0.60, -0.52], [-4.60, -1.90, -0.71], [-4.57, -0.92, 0.72], [-6.39, 0.56, -2.70], [-5.77, -1.16, -2.68], [-4.62, 0.09, -4.37], [-3.62, -0.54, -3.14], [-3.91, 1.15, -3.17], [-3.79, 1.43, -0.91], [-4.88, 1.49, 0.42], [-5.30, 2.61, -2.41], [-4.95, 3.43, -0.93], [-8.61, 3.28, -2.01], [-7.48, 2.40, -3.13], [-7.28, 4.15, -2.70], [1.87, 0.77, 9.48], [2.05, 2.02, 8.70], [1.51, 1.98, 7.25], [2.13, 0.91, 6.53], [0.01, 1.68, 7.29], [-0.76, 2.19, 6.07], [1.81, 3.24, 6.57], [3.23, 3.89, 6.73], [4.26, 2.88, 6.36], [5.55, 3.58, 6.14], [2.22, 0.93, 10.51], [2.55, -0.04, 9.12], [0.85, 0.30, 9.51], [3.15, 2.08, 8.48], [1.69, 2.94, 9.05], [3.19, 0.93, 6.81], [2.02, 0.99, 5.45], [1.71, -0.12, 6.83], [-0.32, 2.21, 8.21], [-0.22, 0.60, 7.40], [-1.85, 2.05, 6.40], [-0.67, 1.50, 5.20], [-0.59, 3.24, 5.86], [1.11, 3.92, 7.14], [1.61, 3.09, 5.48], [3.43, 4.26, 7.73], [3.36, 4.83, 6.14], [6.01, 3.90, 7.06], [5.38, 4.38, 5.36], [6.20, 2.96, 5.55], [2.58, 8.26, 6.08], [2.41, 8.50, 4.64], [1.49, 9.69, 4.22], [2.07, 10.84, 4.87], [1.66, 9.86, 2.73], [0.85, 10.93, 2.04], [0.03, 9.58, 4.61], [-0.59, 8.20, 4.48], [-0.65, 7.83, 3.14], [-1.50, 6.68, 2.96], [1.67, 7.75, 6.55], [3.04, 9.07, 6.71], [3.40, 7.49, 6.18], [2.05, 7.59, 4.17], [3.34, 8.70, 4.12], [1.96, 10.74, 5.94], [1.55, 11.79, 4.63], [3.09, 11.06, 4.67], [1.49, 8.86, 2.32], [2.73, 10.05, 2.50], [1.21, 11.93, 2.22], [-0.21, 10.93, 2.16], [0.97, 10.82, 0.95], [-0.55, 10.30, 4.02], [-0.14, 9.89, 5.63], [-1.63, 8.33, 4.88], [0.01, 7.53, 5.12], [-1.08, 5.74, 3.22], [-1.73, 6.65, 1.85], [-2.41, 6.87, 3.51], [-0.10, -4.62, 1.50], [-1.25, -5.38, 0.86], [-0.92, -6.77, 0.37], [0.06, -6.48, -0.71], [-0.38, -7.76, 1.44], [-1.34, -7.90, 2.57], [-2.17, -7.39, -0.30], [-2.17, -8.78, -0.82], [-1.13, -8.96, -1.73], [-1.17, -10.20, -2.42], [0.19, -5.09, 2.42], [-0.50, -3.67, 1.72], [0.84, -4.50, 0.87], [-1.80, -4.87, 0.03], [-1.95, -5.49, 1.68], [0.89, -5.85, -0.38], [-0.49, -6.02, -1.49], [0.40, -7.42, -1.20], [0.52, -7.39, 1.87], [-0.18, -8.62, 0.84], [-1.44, -6.98, 3.12], [-0.96, -8.63, 3.28], [-2.32, -8.25, 2.27], [-2.44, -6.66, -1.10], [-2.94, -7.24, 0.42], [-3.10, -8.95, -1.34], [-2.12, -9.56, -0.03], [-2.11, -10.35, -2.93], [-1.06, -10.98, -1.69], [-0.35, -10.30, -3.13], [-0.76, -3.80, 6.38], [-1.91, -3.38, 7.39], [-3.25, -3.08, 6.63], [-3.77, -4.38, 5.97], [-4.99, -4.05, 5.13], [-4.64, -3.01, 4.15], [-5.46, -3.24, 2.90], [-5.54, -4.82, 2.77], [-5.47, -5.34, 4.27], [-6.12, -3.70, 6.05], [0.24, -3.85, 6.84], [-0.76, -3.01, 5.61], [-0.96, -4.80, 5.97], [-1.62, -2.43, 7.87], [-2.22, -4.06, 8.24], [-3.03, -2.30, 5.87], [-3.90, -2.59, 7.37], [-4.17, -5.18, 6.64], [-2.97, -4.79, 5.32], [-4.75, -2.01, 4.58], [-3.58, -3.17, 3.97], [-6.46, -2.80, 3.05], [-5.04, -2.78, 2.02], [-6.48, -5.24, 2.36], [-4.71, -5.09, 2.20], [-6.41, -5.70, 4.73], [-4.74, -6.12, 4.43], [-5.76, -2.87, 6.64], [-6.29, -4.62, 6.61], [-6.94, -3.38, 5.39], [-7.64, -6.20, -4.10], [-6.99, -4.88, -3.88], [-6.32, -4.32, -5.17], [-5.00, -5.07, -5.40], [-4.17, -4.51, -6.54], [-2.88, -5.32, -6.76], [-2.05, -4.38, -7.62], [-2.59, -2.91, -7.48], [-3.67, -3.09, -6.42], [-4.95, -4.64, -7.83], [-8.28, -6.42, -3.24], [-7.01, -7.08, -4.23], [-8.24, -6.22, -4.98], [-6.30, -5.00, -3.08], [-7.68, -4.16, -3.58], [-6.11, -3.23, -5.02], [-7.00, -4.35, -6.04], [-5.11, -6.11, -5.67], [-4.30, -4.96, -4.56], [-3.07, -6.32, -7.14], [-2.39, -5.37, -5.81], [-1.98, -4.74, -8.68], [-1.01, -4.37, -7.28], [-2.98, -2.62, -8.45], [-1.90, -2.10, -7.09], [-4.52, -2.38, -6.52], [-3.25, -3.07, -5.42], [-5.57, -3.75, -7.90], [-5.60, -5.52, -7.86], [-4.21, -4.73, -8.61], [-1.31, -1.44, -2.11], [-0.01, -1.96, -1.53], [0.48, -1.28, -0.21], [0.71, 0.21, -0.26], [0.21, 1.00, 0.89], [-1.33, 1.02, 1.12], [-1.57, 2.20, 2.05], [-0.45, 3.20, 1.70], [0.51, 2.47, 0.68], [0.81, 0.60, 2.19], [-1.35, -0.37, -2.28], [-2.17, -1.74, -1.52], [-1.49, -1.87, -3.08], [0.81, -1.85, -2.31], [-0.11, -2.99, -1.25], [1.39, -1.68, 0.18], [-0.27, -1.59, 0.58], [0.41, 0.68, -1.24], [1.75, 0.45, -0.37], [-1.75, 0.08, 1.39], [-1.72, 1.30, 0.10], [-1.56, 1.96, 3.14], [-2.49, 2.72, 1.93], [0.11, 3.67, 2.52], [-1.03, 3.98, 1.18], [1.57, 2.51, 0.84], [0.37, 2.65, -0.40], [0.28, -0.26, 2.58], [0.68, 1.48, 2.83], [1.88, 0.42, 2.13], [-2.34, -1.04, 3.55], [-3.30, -0.68, 2.92], [-2.09, -0.55, 4.66], [-1.54, -1.91, 3.09], [-0.16, -3.07, -4.88], [-0.40, -1.85, -5.27], [1.01, -3.46, -4.70], [-1.14, -3.80, -4.70], [-3.87, -4.07, -1.77], [-3.88, -3.89, -0.52], [-3.21, -4.98, -2.25], [-4.54, -3.32, -2.51], [2.28, 5.04, 3.71], [3.27, 5.72, 3.48], [1.46, 5.51, 4.54], [2.15, 3.88, 3.22], [-0.73, 2.17, -2.80], [-1.57, 2.24, -1.88], [0.28, 2.88, -2.72], [-0.82, 1.25, -3.59], [4.30, 1.58, -1.58], [4.18, 0.66, -2.38], [5.24, 2.39, -1.69], [3.45, 1.72, -0.71]], "e_tot_ev": -164102.61605, "relative_energy_kj_mol": 0.00, "homo_ev": -14.3, "total_charge": 4, "gap_ev": 8.87}

[7]
{"formula": "C24H32EuIN3", "method": "ωB97M-V/def2-TZVPD", "elements": ["C", "C", "H", "H", "H", "H", "H", "H", "C", "C", "C", "C", "H", "H", "H", "H", "N", "C", "C", "N", "C", "C", "C", "H", "H", "C", "H", "H", "Eu", "I", "C", "C", "C", "C", "C", "C", "C", "C", "N", "C", "C", "C", "C", "H", "H", "H", "H", "H", "H", "H", "H", "H", "H", "H", "H", "H", "H", "H", "H", "H", "H"], "coordinates": [[2.88, 3.95, -0.69], [3.88, 2.85, -1.00], [2.68, 4.61, -1.54], [3.13, 4.54, 0.18], [1.90, 3.50, -0.46], [3.48, 2.09, -1.69], [4.77, 3.28, -1.47], [4.21, 2.33, -0.09], [-2.61, 1.59, -2.08], [-3.84, 1.50, -2.75], [-3.99, 0.45, -3.66], [-2.95, -0.45, -3.85], [-2.33, 2.43, -1.43], [-4.62, 2.24, -2.57], [-4.89, 0.33, -4.26], [-2.98, -1.24, -4.60], [-1.64, 0.67, -2.18], [-1.77, -0.33, -3.10], [-0.62, -1.24, -3.27], [0.56, -0.86, -2.69], [1.59, -1.73, -2.73], [0.38, -3.29, -4.08], [1.58, -2.92, -3.45], [2.45, -1.41, -2.13], [2.49, -3.55, -3.51], [-0.73, -2.45, -3.97], [-1.69, -2.72, -4.40], [0.30, -4.21, -4.64], [0.57, 0.92, -0.85], [-0.25, 3.68, 0.07], [-0.99, 0.93, 5.45], [-0.21, 0.81, 4.16], [0.89, 1.66, 4.00], [1.72, 1.58, 2.88], [2.91, 2.49, 2.77], [1.46, 0.61, 1.90], [0.23, -0.13, 1.92], [-0.51, -0.10, 3.14], [-0.12, -0.82, 0.77], [-0.88, -2.09, 0.85], [-0.48, -2.92, 2.07], [-2.40, -1.85, 0.83], [-0.59, -3.01, -0.33], [-0.38, 0.56, 6.28], [-1.21, 1.99, 5.65], [-1.93, 0.36, 5.43], [1.12, 2.35, 4.82], [2.64, 3.54, 3.00], [3.70, 2.19, 3.49], [3.33, 2.45, 1.75], [2.18, 0.38, 1.11], [-1.38, -0.79, 3.26], [-0.68, -2.45, 3.03], [-1.05, -3.87, 2.02], [0.60, -3.15, 2.01], [-2.70, -1.28, -0.07], [-2.88, -2.84, 0.78], [-2.75, -1.33, 1.73], [-0.89, -2.59, -1.29], [0.48, -3.27, -0.37], [-1.17, -3.93, -0.16]], "e_tot_ev": -57308.47665, "homo_ev": [-6.3, -6.3], "s_squared": 15.761, "gap_ev": [5.24, 5.30], "spin_multiplicity": 8}